<A>
2 unconnected molecules or ions with the total composition C6H11NO. Source: the OMol25 dataset; level of theory: ωB97M-V with the def2-TZVPD basis set.

Each line ends with the Löwdin charge.
Element x y z (Å)
1 C -0.22338 0.57093 1.34462  -0.382
2 C 0.14602 -0.88847 1.61599  -0.069
3 C 0.89128 1.26731 0.71744  -0.106
4 N 0.78781 -1.35576 -2.36591  -0.051
5 C -1.46105 0.76289 0.50147  -0.151
6 C 1.74036 1.84867 0.08061  0.103
7 C -2.18140 -0.19172 -0.05778  0.015
8 O 1.23472 -0.49872 -1.35036  -0.223
9 H -0.40734 1.07436 2.30703  0.148
10 H 1.51961 -1.47770 -3.06586  0.068
11 H -0.06791 -0.98690 -2.78882  0.071
12 H -1.71626 1.80338 0.33155  0.105
13 H 0.38628 -1.39198 0.68364  0.065
14 H 1.01787 -0.93272 2.26560  0.083
15 H -0.68260 -1.40569 2.09598  0.081
16 H 1.36039 0.52133 -1.52643  0.097
17 H 2.57789 2.46994 -0.08816  0.034
18 H -1.91591 -1.23337 0.01196  0.057
19 H -3.00637 0.04420 -0.71258  0.054

Computed properties:
SMILES string = C#C[C@H](C)C=C.NO
LUMO = 0.9 eV
Highest occupied orbital energy = -9.32 eV
Kohn-Sham gap = 0.3772 Eh



<B>
A single C6H11NO molecule. Source: the OMol25 dataset; level of theory: ωB97M-V with the def2-TZVPD basis set.

Each line ends with the Löwdin charge.
Element x y z (Å)
1 C -2.86129 0.02791 -0.26891  -0.008
2 C 2.18298 -1.05705 0.15269  -0.083
3 C 1.12147 1.05631 -0.72326  -0.172
4 C -1.38214 0.27613 -0.36966  -0.428
5 N 1.30004 1.78712 0.36860  0.039
6 C 0.99601 -0.40211 -0.53148  -0.343
7 C -0.46277 -0.61215 0.36103  -0.051
8 O -0.92862 1.16344 -1.10416  0.047
9 H 1.50777 2.76720 0.25897  0.089
10 H 1.00968 1.51644 1.31209  0.093
11 H 0.77739 -0.88864 -1.48213  0.116
12 H -3.18332 0.10559 0.77073  0.089
13 H -3.08646 -0.98310 -0.61149  0.089
14 H -3.41746 0.73825 -0.87720  0.085
15 H -0.83927 -1.63085 0.45374  0.112
16 H -0.18897 -0.19962 1.33401  0.106
17 H 2.00394 -2.12279 0.28929  0.075
18 H 3.07572 -0.93252 -0.45983  0.078
19 H 2.37529 -0.60955 1.12695  0.069

Computed properties:
LUMO = 0.8 eV
Highest occupied orbital energy = -6.88 eV
Kohn-Sham gap = 0.2825 Eh



<C>
A molecular structure, C6H11NO. Source: the OMol25 dataset; level of theory: ωB97M-V with the def2-TZVPD basis set.

Each line ends with the Löwdin charge.
Element x y z (Å)
1 C 0.90511 -2.04550 0.01194  -0.068
2 C 0.85211 -0.35831 -0.03409  -0.567
3 C -0.03917 -0.15026 -1.25897  -0.077
4 C -0.86061 0.88080 -0.52304  -0.331
5 C -1.24867 0.29020 0.71066  -0.328
6 C 0.09816 0.37946 1.26548  -0.093
7 H -0.11454 -2.18157 0.69011  0.092
8 H 0.80652 -2.67167 -1.17492  0.139
9 H 2.04273 -2.58032 0.45677  0.130
10 H 2.66669 0.42079 0.57607  0.186
11 H 0.45142 0.52762 -2.02029  0.145
12 H -0.54636 -1.17358 -1.48068  0.129
13 H -0.28826 1.66417 -0.34865  0.082
14 H -2.89533 0.59617 -0.41292  0.095
15 H -1.55185 -0.76331 0.64188  0.127
16 H 0.22278 -0.24420 2.26197  0.138
17 H 0.36737 1.43253 1.43466  0.123
18 N -2.23624 1.26060 0.05992  0.132
19 O 2.03136 0.27136 -0.25942  -0.054

Computed properties:
LUMO = 0.7 eV
Highest occupied orbital energy = -8.45 eV
Kohn-Sham gap = 0.3363 Eh



Winner for stability: <B>



<A>
A single C6H11NO molecule. Source: the OMol25 dataset; level of theory: ωB97M-V with the def2-TZVPD basis set.

Each line ends with the Löwdin charge.
Element x y z (Å)
1 C -1.19115 0.93280 -1.19496  -0.115
2 C -1.86304 1.12191 0.12247  -0.209
3 C 0.04780 0.27273 1.25165  -0.108
4 C 0.80901 -0.22817 -0.00843  -0.270
5 C -0.32910 -0.41078 -0.98489  -0.109
6 C 1.36197 -1.61916 0.59196  -0.062
7 N -1.45921 -0.03946 0.93596  -0.177
8 O -1.44838 -1.02874 0.07122  -0.128
9 H -1.87089 0.53775 -2.07171  0.147
10 H -0.67752 1.82988 -1.36377  0.084
11 H -1.66580 2.09810 0.65354  0.129
12 H -2.93995 1.03713 0.04139  0.109
13 H 0.52588 -0.18293 2.13055  0.102
14 H 0.00790 1.37115 1.48182  0.112
15 H 1.66142 0.43674 -0.31938  0.154
16 H -0.24609 -1.11002 -1.82166  0.138
17 H 1.82986 -2.13546 -0.23726  0.063
18 H 0.59859 -2.27539 1.03376  0.090
19 H 2.12694 -1.41366 1.28712  0.051

Computed properties:
SMILES string = C[C@@H]1CN2CC[C@@H]1O2
LUMO = 1.0 eV
Highest occupied orbital energy = -8.95 eV
Kohn-Sham gap = 0.3671 Eh



<B>
A single C6H11NO molecule. Source: the OMol25 dataset; level of theory: ωB97M-V with the def2-TZVPD basis set.

Each line ends with the Löwdin charge.
Element x y z (Å)
1 C -0.97636 -0.89637 -0.14835  -0.102
2 C 0.19743 2.08592 1.30653  -0.071
3 C -1.66102 -0.36464 -1.38173  -0.107
4 C 0.58767 0.01649 0.24451  -0.576
5 C 1.13045 -0.71149 -0.84366  -0.099
6 C 1.30105 -0.63605 1.28483  0.016
7 O 0.50529 1.38848 0.09554  -0.099
8 N 1.34381 -1.53173 -1.72619  0.153
9 H 1.84970 -1.22256 -2.55544  0.087
10 H -1.43765 -0.57531 0.78200  0.096
11 H -0.82976 -1.97424 -0.12982  0.105
12 H -0.12948 3.07328 0.98864  0.089
13 H -0.59775 1.59164 1.87297  0.090
14 H 1.07637 2.17372 1.95127  0.084
15 H 1.08975 -1.66083 1.54962  0.056
16 H 2.09815 -0.09410 1.77641  0.055
17 H -1.29424 -0.83769 -2.28998  0.068
18 H -1.51592 0.71473 -1.46673  0.078
19 H -2.73747 -0.53924 -1.31041  0.078

Computed properties:
LUMO (spin up / spin down) = 0.6 / 0.6 eV
Highest occupied orbital energy (spin up / spin down) = -6.67 / -6.67 eV
Kohn-Sham gap (spin up / spin down) = 0.2668 / 0.2670 Eh



<C>
A molecular structure, C6H11NO. Source: the OMol25 dataset; level of theory: ωB97M-V with the def2-TZVPD basis set.

Each line ends with the Löwdin charge.
Element x y z (Å)
1 C 0.70996 1.56803 -1.01227  -0.323
2 C 1.68412 1.25026 0.05258  -0.055
3 C 0.25532 0.77866 0.15641  -0.292
4 C -0.02324 -1.52556 1.06374  -0.152
5 C -1.21411 -2.23971 0.34461  -0.124
6 C -1.28748 -0.91872 -0.40508  -0.208
7 H 0.52658 3.57917 -1.37426  0.104
8 H 0.69231 1.05239 -1.98974  0.158
9 H 2.57284 0.60916 -0.25614  0.128
10 H 1.95706 2.10647 0.70180  0.113
11 H -0.28417 1.36367 0.88019  0.149
12 H 0.94777 -1.96026 1.25269  0.108
13 H -0.38883 -1.05038 1.93423  0.094
14 H -0.80578 -3.08228 -0.22006  0.102
15 H -1.97179 -2.51949 1.09743  0.105
16 H -1.54578 -0.94926 -1.49696  0.127
17 H -2.00481 -0.30874 0.22509  0.134
18 N 0.06735 -0.59578 -0.07160  -0.129
19 O 0.11269 2.84237 -0.88266  -0.040

Computed properties:
LUMO = 1.1 eV
Highest occupied orbital energy = -8.86 eV
Kohn-Sham gap = 0.3645 Eh



Winner for stability: <C>



<A>
A single C6H11NO molecule. Source: the OMol25 dataset; level of theory: ωB97M-V with the def2-TZVPD basis set.

Each line ends with the Löwdin charge.
Element x y z (Å)
1 C 1.46419 0.01235 -0.13791  -0.155
2 C 1.49173 -0.75823 -1.44435  -0.156
3 N -0.87661 0.21785 0.75123  -0.167
4 C 0.27413 0.84559 0.98004  -0.254
5 C -1.23591 -0.16943 -0.55236  -0.170
6 C 0.60118 1.92391 1.67883  0.012
7 C -2.19630 -1.08089 -0.82847  0.051
8 O -1.82515 0.11127 1.80187  0.031
9 H -1.80191 -0.85025 1.96148  0.109
10 H -0.96871 0.55732 -1.31346  0.123
11 H 1.90556 -0.62697 0.63338  0.081
12 H 2.15836 0.85180 -0.24920  0.076
13 H 1.46107 1.97957 2.33699  0.049
14 H 0.05820 2.86167 1.62686  0.055
15 H 2.51669 -1.07182 -1.67392  0.073
16 H 1.17086 -0.13691 -2.28563  0.067
17 H 0.91661 -1.68607 -1.37192  0.065
18 H -2.54442 -1.22128 -1.84325  0.055
19 H -2.56955 -1.75947 -0.07018  0.053

Computed properties:
SMILES string = C=CN(O)C(=C)CC
LUMO = 0.6 eV
Highest occupied orbital energy = -7.33 eV
Kohn-Sham gap = 0.2923 Eh



<B>
A single C6H11NO molecule. Source: the OMol25 dataset; level of theory: ωB97M-V with the def2-TZVPD basis set.

Each line ends with the Löwdin charge.
Element x y z (Å)
1 C -0.63991 -1.87105 0.60038  -0.073
2 C -1.67220 0.08438 -0.66841  -0.068
3 C 0.00776 0.52249 1.15341  -0.355
4 C -0.64827 -0.39013 0.32954  -0.342
5 N 2.24328 0.98502 -1.55585  0.067
6 C 1.22527 1.00410 0.65770  -0.042
7 C 1.56223 0.36630 -0.53383  -0.215
8 O -0.58002 1.14523 2.22715  0.055
9 H -1.44589 0.73976 2.38055  0.111
10 H 1.98530 1.95023 -1.72159  0.091
11 H 2.38496 0.43216 -2.39196  0.088
12 H 1.65463 1.95020 0.97227  0.108
13 H 1.65900 -0.71108 -0.59241  0.114
14 H 0.13202 -2.15031 1.32296  0.081
15 H -0.45754 -2.43093 -0.32119  0.076
16 H -1.61379 -2.20981 0.98119  0.072
17 H -1.38334 -0.23218 -1.67925  0.073
18 H -2.65659 -0.35679 -0.47546  0.075
19 H -1.75690 1.17239 -0.68520  0.082

Computed properties:
SMILES string = CC(C)=C(O)/C=C/N
LUMO (spin up / spin down) = 0.6 / 0.8 eV
Highest occupied orbital energy (spin up / spin down) = -5.72 / -6.89 eV
Kohn-Sham gap (spin up / spin down) = 0.2338 / 0.2835 Eh



<C>
2 unconnected molecules or ions with the total composition C6H11NO. Source: the OMol25 dataset; level of theory: ωB97M-V with the def2-TZVPD basis set.

Each line ends with the Löwdin charge.
Element x y z (Å)
1 C 2.15578 -0.93866 0.54576  -0.044
2 C 1.40646 -0.02340 -0.37487  -0.499
3 N 1.88009 1.26324 -0.43581  0.104
4 C 0.35163 -0.42624 -1.09884  -0.010
5 H 2.40387 1.57154 0.36947  0.097
6 H 1.21224 1.95112 -0.75329  0.086
7 H 1.77165 -1.95205 0.48178  0.077
8 H 2.06797 -0.59272 1.57598  0.081
9 H 3.21236 -0.94452 0.28191  0.082
10 H 0.02517 -1.44929 -1.09282  0.067
11 H -0.12379 0.22985 -1.80554  0.072
12 C -1.04672 0.79777 0.68717  -0.342
13 C -2.21773 0.43328 -0.11168  -0.163
14 C -2.90872 -0.68090 0.09864  0.033
15 O -0.50235 1.88420 0.66329  -0.002
16 H -0.76751 0.03967 1.44331  0.126
17 H -2.52309 1.15500 -0.85718  0.112
18 H -2.60617 -1.39239 0.85016  0.064
19 H -3.79114 -0.92550 -0.46741  0.059

Computed properties:
SMILES string = C=C(C)N.C=CC=O
LUMO = 0.6 eV
Highest occupied orbital energy = -8.10 eV
Kohn-Sham gap = 0.3196 Eh



<D>
A molecular structure, C6H11NO. Source: the OMol25 dataset; level of theory: ωB97M-V with the def2-TZVPD basis set.

Each line ends with the Löwdin charge.
Element x y z (Å)
1 C -1.62115 0.54575 0.24705  -0.239
2 C -0.54727 1.63437 0.02402  -0.066
3 C 1.10642 0.83386 -0.35544  -0.221
4 C 1.91598 -0.36560 0.44045  -0.100
5 C 0.57832 -1.05899 0.12073  -0.313
6 C -0.69351 -1.77446 0.02652  -0.135
7 H -1.47449 0.16148 1.40223  0.172
8 H -2.41274 1.06686 -0.14296  0.077
9 H -0.61542 2.27350 -0.95180  0.119
10 H -0.67904 2.24682 0.98520  0.108
11 H 1.62346 1.62248 -0.79282  0.074
12 H 2.21970 -0.41405 1.53745  0.103
13 H 2.89198 -0.45809 -0.26680  0.144
14 H 0.23582 -0.24679 0.92696  0.109
15 H -0.92451 -2.22163 1.00066  0.113
16 H -0.73472 -2.67299 -0.78619  0.163
17 H -0.07140 -0.16686 -1.71646  0.138
18 N 0.83385 -0.30598 -1.15851  -0.043
19 O -1.63127 -0.69968 -0.54029  -0.204

Computed properties:
LUMO = 0.9 eV
Highest occupied orbital energy = -8.77 eV
Kohn-Sham gap = 0.3564 Eh



Winner for stability: <C>